Here is a cluster of 16 separate species, C42H121N5O27 in total in a non-equilibrium geometry from the OMol25 dataset. Energies are from ωB97M-V with the def2-TZVPD basis set.

Computed properties:
Highest occupied orbital energy in eV: -8.71
Lowest unoccupied orbital energy in eV: 0.10
E_tot in Ha: -3977.54267

Structure (ORCA input):
```
! RIJCOSX wB97M-V def2-TZVPD def2/J DEFGRID3
* xyz 0 1
O 4.155 6.274 -2.348
O -0.562 -0.749 0.710
O -1.760 -3.707 -0.293
O -8.703 1.146 1.821
O 3.470 6.812 2.895
O 5.549 -2.124 0.956
O 0.429 5.450 1.439
O 3.959 1.189 2.265
O 4.057 -1.530 -7.611
O -0.991 -5.293 -2.566
O -2.784 -1.926 -4.638
O -1.377 -2.417 2.785
O 2.492 1.298 -7.445
O -1.294 4.791 -6.377
O 5.219 -2.180 4.106
O 1.924 -3.947 -2.828
O 0.265 -9.457 3.272
O -5.768 1.142 1.524
O -3.526 2.575 -1.499
O -1.818 3.754 1.311
O 6.405 1.631 0.406
O 0.272 1.023 -1.133
O 2.471 -1.366 8.988
O 3.947 -1.543 -2.576
O 0.106 -2.337 -3.877
O -3.741 -0.839 1.564
O -4.080 2.647 3.000
N -0.549 -6.030 3.526
N -3.261 6.478 -3.916
N 1.460 -3.045 6.796
N -4.921 -0.539 -2.938
N 1.257 4.461 -1.244
C -0.460 -10.759 3.361
C 5.195 5.527 -1.847
C -0.469 3.681 -6.036
C 2.382 4.591 -2.046
C 3.004 -3.721 -1.977
C 0.880 -0.758 0.341
C -2.308 -4.693 -2.448
C 1.972 4.642 -3.652
C 3.029 0.406 -6.439
C 1.416 -6.781 4.492
C 4.176 -2.925 -2.526
C -3.071 5.896 -5.270
C 4.766 -3.029 1.689
C -3.502 -1.090 3.027
C 0.736 -1.903 7.329
C -1.657 -1.770 -5.453
C -1.525 5.743 -5.328
C 4.253 -2.321 2.986
C 0.320 -7.111 3.454
C -4.120 0.212 -1.999
C -6.646 1.663 0.555
C 1.732 5.334 2.057
C -8.065 0.953 0.565
C -3.563 6.926 -6.210
C -0.496 -8.355 3.750
C 0.927 -0.228 -1.121
C 3.040 -1.534 10.224
C 1.093 -1.646 8.811
C -3.246 3.902 -1.806
C -2.740 -4.567 -0.983
C 2.127 6.799 2.425
C -2.909 -0.672 -1.770
C 2.988 5.951 -1.624
C 5.065 1.266 0.134
C -2.738 2.687 3.339
C -0.739 -2.274 7.117
C -3.857 1.649 -2.565
C 4.119 1.923 1.109
C -0.536 -2.790 -5.007
C -1.918 2.547 2.050
C 2.938 -1.089 -6.805
C -2.768 -2.434 3.222
H 6.127 -1.750 1.624
H 0.043 -2.993 -5.908
H -2.643 5.953 -3.314
H 3.609 7.669 3.305
H -2.479 -1.550 -3.809
H -2.523 1.833 3.982
H -6.240 1.581 -0.453
H 0.482 -2.976 -3.267
H 2.477 -0.858 10.868
H 5.406 -3.905 1.797
H 2.001 7.477 1.581
H -3.008 -5.273 -3.050
H -2.886 -2.877 4.210
H -1.107 -3.171 7.616
H 2.013 -7.674 4.677
H 0.742 -7.169 2.451
H 5.256 4.546 -2.319
H 3.593 -1.201 -1.752
H -3.343 4.412 -0.847
H -3.109 7.902 -6.035
H 3.910 -3.328 1.084
H -3.170 1.780 -3.401
H 2.448 0.483 -5.520
H -1.225 -0.769 -5.419
H 5.174 5.458 -0.760
H 1.996 -0.134 -1.311
H -2.636 3.804 0.811
H -3.988 4.249 -2.526
H -5.055 1.779 1.605
H 2.282 6.760 -1.809
H -3.033 -0.138 3.277
H 4.970 0.191 -0.015
H -2.821 7.387 -3.932
H -8.726 1.293 -0.232
H 1.097 -6.546 5.507
H -0.459 -4.944 -1.847
H -0.753 -8.310 4.808
H -1.070 5.468 -4.376
H -1.495 -1.545 7.411
H 0.412 -0.952 9.304
H 1.454 -0.304 1.148
H -1.046 -6.113 4.402
H 4.562 2.903 1.286
H -1.379 -8.281 3.115
H 3.167 1.350 -8.126
H 1.088 -1.027 6.785
H 0.610 -0.887 -1.930
H 6.091 6.071 -2.146
H 2.420 -2.881 7.063
H 2.584 -3.297 -1.064
H 2.162 -6.079 4.119
H 2.482 4.807 1.467
H -4.496 -0.254 1.467
H -0.661 2.956 -6.827
H 3.165 2.056 0.599
H -0.068 -5.142 3.490
H -4.389 -1.131 3.660
H 1.158 -1.811 0.386
H 1.461 4.799 -0.315
H -3.213 -3.180 2.564
H -2.483 3.625 3.832
H -0.616 -10.801 4.439
H -1.747 -3.858 0.655
H 2.856 4.908 -4.232
H -0.940 2.065 2.055
H 2.218 -4.255 -3.688
H -2.102 -0.594 -2.498
H 3.166 6.069 -0.555
H -0.497 0.748 -0.629
H -4.483 -0.592 -3.847
H -1.814 -1.756 -6.531
H -2.338 1.993 1.210
H 1.144 -3.817 7.365
H 1.345 7.151 3.096
H -2.512 -0.360 -0.804
H -0.897 -3.800 -4.815
H -4.489 2.564 3.864
H 0.578 3.956 -5.904
H 5.900 -1.586 3.781
H 0.221 -11.578 3.128
H 2.997 -2.513 10.702
H -6.866 2.719 0.713
H 0.991 -2.488 9.495
H 1.628 4.647 2.897
H 4.327 1.547 3.076
H 6.977 1.291 -0.286
H -2.300 -3.731 -2.958
H 3.122 3.807 -1.890
H -3.231 -1.713 -1.744
H -0.607 -0.462 1.625
H 2.979 -1.699 -5.903
H 1.240 5.407 -3.912
H 4.358 -3.441 -3.469
H -1.167 6.767 -5.434
H -0.945 -2.391 6.053
H 3.727 -1.394 2.758
H -8.254 0.580 2.454
H -4.647 7.012 -6.138
H 1.942 -1.273 -7.208
H -2.396 -5.530 -0.607
H -5.769 -0.002 -3.051
H 1.040 3.515 -0.963
H 1.710 3.640 -3.991
H 4.923 -1.487 -7.200
H -1.415 -2.293 1.834
H 4.051 -1.128 10.244
H 3.419 -2.872 3.420
H 3.542 -4.573 -1.560
H -3.767 -4.266 -0.775
H -1.383 -10.592 2.804
H 4.059 0.547 -6.112
H -0.040 4.633 1.253
H -0.715 3.061 -5.174
H 4.920 1.734 -0.839
H -4.814 2.021 -2.930
H -3.441 4.892 -5.477
H -3.310 6.732 -7.253
H -7.965 -0.116 0.375
H -4.689 0.273 -1.071
H -2.264 4.073 -2.247
H 4.976 -3.025 -1.792
*
```

Here are the Mulliken charges for atoms 1 to 99, given in e:
1 O -0.4485
2 O -0.1068
3 O -0.3243
4 O -0.5435
5 O -0.5129
6 O -0.4314
7 O -0.5245
8 O -0.4376
9 O -0.5742
10 O -0.5757
11 O -0.6075
12 O -0.0328
13 O -0.4805
14 O -0.4049
15 O -0.5095
16 O -0.4312
17 O -0.3404
18 O -0.5429
19 O -0.0021
20 O -0.4776
21 O -0.6730
22 O 0.2715
23 O -0.2838
24 O -0.3412
25 O 0.0107
26 O -0.0028
27 O -0.5352
28 N -0.4189
29 N -0.6511
30 N -0.5738
31 N -0.6588
32 N -0.3733
33 C -0.6983
34 C -0.7540
35 C -0.5685
36 C 1.0413
37 C -0.1815
38 C -0.0035
39 C 0.5488
40 C -1.4180
41 C -0.2071
42 C -1.3375
43 C -0.5536
44 C 0.5093
45 C -0.1513
46 C -0.0882
47 C 0.4210
48 C -0.5273
49 C -0.2667
50 C -0.3340
51 C 0.2685
52 C 2.2549
53 C 0.2470
54 C 0.3644
55 C -0.8389
56 C -1.5565
57 C -0.7121
58 C 0.3980
59 C -0.8211
60 C -0.8697
61 C -1.0060
62 C -0.7496
63 C -0.7099
64 C -1.2869
65 C -0.9251
66 C -0.2806
67 C -1.0841
68 C -1.4876
69 C -1.1842
70 C 0.0324
71 C -0.5036
72 C 0.4477
73 C -0.0292
74 C -0.5390
75 H 0.2327
76 H 0.3861
77 H 0.1378
78 H 0.3067
79 H -0.2694
80 H 0.4189
81 H -0.0245
82 H 0.0858
83 H 0.3362
84 H 0.2772
85 H 0.2845
86 H 0.4227
87 H 0.4877
88 H 0.4039
89 H 0.4432
90 H 0.2373
91 H 0.2627
92 H 0.1740
93 H 0.3511
94 H 0.3547
95 H 0.0837
96 H 0.3531
97 H 0.1366
98 H 0.2274
99 H 0.3116